{"formula": "C4H11NOS2", "method": "wB97M-V/def2-TZVPD", "elements": ["S", "S", "C", "C", "C", "O", "N", "C", "H", "H", "H", "H", "H", "H", "H", "H", "H", "H", "H"], "xyz": [[-3.252038, -1.540473, -2.219628], [-1.849478, -1.481267, -0.873287], [-0.660194, -0.100100, -0.883337], [0.524119, -0.351059, 0.085896], [0.164310, -0.391164, 1.588392], [-0.172179, -1.712536, 1.943241], [1.535981, 0.649394, -0.413854], [1.457735, 2.030227, 0.123545], [-2.857815, -2.464887, -3.071869], [-1.289753, 0.912975, -0.620253], [-0.205477, 0.007793, -1.853192], [0.935081, -1.324680, -0.204288], [0.911924, -0.063966, 2.323549], [-0.762711, 0.221272, 1.713728], [-1.156147, -1.769617, 1.762266], [2.413206, 0.323151, -0.216617], [0.538956, 2.550513, -0.196970], [2.429017, 2.546572, -0.241326], [1.295462, 1.957852, 1.254005]], "forces_ev_per_a": [[-1.5976, 1.5096, -0.9034], [1.7313, -1.1838, 2.1743], [-2.2086, 2.5935, 0.3827], [0.7843, 0.3775, -2.0529], [-1.3497, 0.3055, 0.8714], [-1.6806, 0.2786, -0.6991], [-4.0056, 0.8584, 3.1439], [0.5931, 0.1101, -0.5940], [0.6913, -0.6325, -0.3305], [1.8240, -2.2665, -0.5432], [-0.1402, 0.1939, -0.7290], [0.0639, 0.0535, 0.3281], [0.2043, 0.1335, -0.6943], [0.8788, 0.0908, 0.0086], [1.6094, -0.4905, 0.4116], [3.1798, -1.3292, -0.3571], [0.5092, -0.1711, -0.3044], [-1.8828, -0.5281, 1.0741], [0.7958, 0.0970, -1.1866]], "mulliken_charge": [-0.113, 0.000, -0.791, 0.176, -0.793, -0.505, -0.091, -0.744, 0.197, 0.333, 0.431, 0.431, 0.422, 0.387, 0.355, 0.345, 0.302, 0.345, 0.314], "lumo_ev": [-2.87, -8.57], "gap_ev": [10.48, 4.12], "s_squared": 0.76, "total_charge": 1, "multiplicity": 2, "homo_energy_ev": [-13.3, -12.7]}

{"formula": "C4H11NOSi", "method": "wB97M-V/def2-TZVPD", "elements": ["C", "C", "C", "C", "N", "O", "Si", "H", "H", "H", "H", "H", "H", "H", "H", "H", "H", "H"], "xyz": [[0.646930, 1.127444, 0.492340], [2.099786, 1.588429, 0.324656], [1.404407, -1.252096, -0.176414], [-2.614439, 0.739570, -0.523213], [0.327569, -0.215061, 0.170221], [-0.311326, 1.751974, 0.940878], [-1.420843, -0.462276, 0.367911], [2.101626, 2.505500, 0.876558], [2.944352, 0.935362, 0.660979], [2.185425, 1.809894, -0.750141], [2.102935, -1.026696, -1.067769], [2.149773, -1.241632, 0.520714], [1.023845, -2.261398, -0.227403], [-3.525551, 0.346878, -1.024704], [-2.674604, 1.648081, 0.202801], [-2.023558, 1.249947, -1.351829], [-1.504925, -1.806771, -0.304480], [-1.641679, -0.332063, 1.786822]], "forces_ev_per_a": [[-0.2551, -3.4378, 0.4196], [-0.8467, 0.0227, -0.1956], [-0.9358, 1.8806, -2.2385], [1.6182, 1.8615, -0.0906], [2.0999, 0.3896, -0.8759], [1.0683, 0.8349, -0.4517], [-0.1580, 0.2521, -1.3395], [0.4839, 0.6943, 0.1761], [-1.1657, 0.2615, -0.2948], [0.3302, -0.0257, 0.3049], [-1.9035, -0.1178, 0.4761], [1.5558, -0.0497, 2.7075], [-0.4436, 0.0393, -0.2339], [0.4247, 0.3372, 0.9108], [-0.7915, -1.7441, -1.1547], [-0.4935, -0.8125, 0.6660], [-0.2302, 0.1078, 0.5590], [-0.3571, -0.4937, 0.6552]], "mulliken_charge": [0.629, -1.126, -1.068, -0.907, 0.139, -0.591, 0.462, 0.344, 0.319, 0.283, 0.312, 0.445, 0.317, 0.331, 0.238, 0.249, -0.231, -0.147], "lumo_ev": 0.81, "gap_ev": 10.26, "smiles": "C[SiH2]N(C)C(C)=O", "total_charge": 0, "homo_energy_ev": -9.5}

{"formula": "C4H11NOTl", "method": "wB97M-V/def2-TZVPD", "elements": ["Tl", "C", "C", "C", "O", "C", "N", "H", "H", "H", "H", "H", "H", "H", "H", "H", "H", "H"], "xyz": [[1.970072, 3.854383, 4.329884], [-2.096138, 0.943443, 0.401004], [-0.896548, -0.015537, 0.481554], [-0.096928, -0.370197, -0.844976], [0.854342, -1.480407, -0.721116], [1.858822, -1.476197, -1.732316], [0.098752, 0.569803, 1.405664], [-2.900518, 0.585093, -0.241366], [-1.728818, 1.900833, 0.031434], [-2.603848, 1.027893, 1.361834], [-1.144508, -0.965127, 0.955774], [0.431192, 0.510303, -1.210906], [-0.693408, -0.456097, -1.753226], [2.213682, -2.505037, -1.671716], [2.738982, -0.870107, -1.517646], [1.479722, -1.197157, -2.715436], [-0.311058, 0.060863, 2.175814], [0.826202, -0.116747, 1.265734]], "forces_ev_per_a": [[0.1835, 0.3651, 0.3504], [-0.4129, -1.0903, -0.4571], [1.1488, 1.8296, -0.8327], [1.6224, -0.5276, 0.7463], [-1.4910, 3.5722, -0.6813], [-1.2682, -2.1604, 0.2617], [-1.4565, -3.9033, -1.9572], [0.1599, -0.3767, -0.2221], [0.1327, 0.2663, 0.2544], [0.1877, 0.4407, 0.3213], [-0.8748, -1.2032, -0.0156], [0.9705, 0.3661, -0.0002], [-1.3139, -0.8050, -0.3282], [0.4229, -0.2578, -0.1975], [0.6435, 0.7544, 0.6298], [-0.1862, 0.4235, -0.1000], [-0.7203, 1.7129, 2.6147], [2.2517, 0.5936, -0.3867]], "mulliken_charge": [0.999, -1.218, 0.132, -0.645, -0.068, -0.459, -0.413, 0.411, 0.375, 0.404, 0.564, 0.499, 0.561, 0.324, 0.384, 0.390, 0.402, 0.359], "lumo_ev": -18.80, "gap_ev": 4.41, "total_charge": 3, "homo_energy_ev": -23.2}

{"formula": "C4H11NP", "method": "wB97M-V/def2-TZVPD", "elements": ["C", "C", "C", "C", "N", "P", "H", "H", "H", "H", "H", "H", "H", "H", "H", "H", "H"], "xyz": [[0.424904, 0.055226, -0.288687], [0.512298, 0.169353, 1.195079], [2.599418, -0.403181, -1.200222], [1.118934, -0.243190, -1.314196], [-2.781512, 0.574269, 0.686330], [-1.909395, 0.181514, -1.024655], [1.514330, 0.012531, 1.513461], [-0.204413, -0.549374, 1.636953], [0.315657, 1.150168, 1.683688], [3.119241, 0.492113, -1.576246], [2.936168, -0.601433, -0.066031], [2.855817, -1.441221, -1.696213], [0.631281, -0.176900, -2.211598], [-2.817011, -0.191339, 1.374826], [-3.838801, 0.763487, 0.698786], [-2.502105, 1.391817, 1.235759], [-1.974805, -1.183834, -0.647028]], "forces_ev_per_a": [[-4.4068, 1.0867, 2.1464], [-1.2054, 0.3978, 0.0318], [1.2880, -2.8946, 1.6279], [2.0440, 0.4316, 0.8376], [-2.5721, 0.2058, 1.2254], [1.9840, -0.1830, 1.7119], [0.9166, -0.7922, 0.2790], [0.7147, 0.1286, 0.0402], [-0.2995, -0.2632, -0.9647], [0.0239, -0.7472, -0.1461], [-0.8294, 0.7316, -2.5120], [-0.0082, 2.3938, 0.4841], [-0.6438, -0.2443, -2.5410], [0.8267, -0.0569, -0.4084], [1.5044, -0.2451, -1.1584], [0.8001, -0.0052, -0.3981], [-0.1372, 0.0556, -0.2557]], "mulliken_charge": [0.400, -1.096, -0.957, -0.220, -0.623, 0.163, 0.363, 0.241, 0.264, 0.290, 0.246, 0.289, 0.419, 0.363, 0.389, 0.361, 0.107], "lumo_ev": -4.16, "gap_ev": 9.10, "total_charge": 1, "homo_energy_ev": -13.3}

{"formula": "C4H11NP", "method": "wB97M-V/def2-TZVPD", "elements": ["C", "C", "C", "C", "N", "P", "H", "H", "H", "H", "H", "H", "H", "H", "H", "H", "H"], "xyz": [[0.096695, -0.548333, 0.260476], [-1.175102, 0.346860, 0.016677], [-1.091941, 1.831885, 0.227857], [2.340203, -0.677303, -0.774440], [1.511812, -0.162951, 0.171168], [-2.625211, -0.574914, -0.259118], [-0.195939, -1.095522, 1.181975], [0.095594, -1.487451, -0.470403], [0.046229, 1.997646, 0.064312], [-1.225333, 2.212878, 1.272200], [-1.809070, 2.372724, -0.346270], [2.536319, -0.018324, -1.677777], [3.415078, -0.919808, -0.342733], [1.855471, -1.653066, -1.051557], [1.838007, 0.508124, 0.866487], [-3.359600, -0.249555, 0.807751], [-2.253206, -1.882897, 0.053399]], "forces_ev_per_a": [[1.2287, -1.7004, -2.5084], [1.4732, -0.5453, 2.0240], [2.7117, -1.2215, 0.5028], [3.5852, -1.9031, -2.2326], [-4.3642, 2.5520, 3.8201], [0.5010, -0.1744, -1.7847], [0.2336, 0.6564, 0.1915], [-0.6803, 1.8368, 1.1305], [-1.9111, 0.5683, -0.3244], [-0.0981, -0.9233, -0.4007], [-0.1663, 0.4878, -0.7556], [-0.4283, -0.8401, 0.7229], [-2.1745, 0.3563, -0.7506], [1.0172, 0.7005, -0.4528], [-0.0474, -0.4862, -0.4798], [-1.1135, 0.7119, 1.2844], [0.2331, -0.0758, 0.0136]], "mulliken_charge": [-0.775, 0.644, -1.085, -0.730, -0.166, 0.040, 0.414, 0.310, 0.311, 0.351, 0.400, 0.258, 0.279, 0.209, 0.268, 0.147, 0.123], "lumo_ev": [-6.36, -6.36], "gap_ev": [6.44, 6.45], "total_charge": 1, "homo_energy_ev": [-12.8, -12.8]}

{"formula": "C4H11NS", "method": "wB97M-V/def2-TZVPD", "elements": ["C", "C", "S", "H", "H", "H", "H", "H", "C", "C", "N", "H", "H", "H", "H", "H", "H"], "xyz": [[1.407899, 0.633435, -1.038436], [2.051829, -0.238892, 0.020934], [0.782687, -1.449603, 0.814566], [0.871626, 0.114309, -1.872711], [2.159346, 1.175930, -1.645146], [0.740829, 1.488676, -0.603511], [2.605156, 0.290965, 0.753997], [2.716459, -1.022029, -0.496442], [-1.598894, 0.803061, 1.127643], [-0.927341, -1.275616, -0.036453], [-1.395856, 0.132748, -0.171818], [-1.190898, 0.163236, 1.938646], [-2.660925, 0.984559, 1.230602], [-1.013967, 1.694756, 1.182128], [-1.543278, -2.007951, 0.621734], [-0.881956, -1.638730, -1.012381], [-2.122708, 0.151150, -0.813346]], "forces_ev_per_a": [[-0.6373, 2.2567, -0.7661], [-1.0906, -3.1061, -2.2719], [-0.4676, 0.8682, -0.3445], [0.0315, 0.0355, 1.2585], [0.2255, -0.1604, 0.6255], [1.0428, -1.8656, -0.7582], [0.1769, 0.4009, 0.8377], [-0.5908, 1.4808, 0.7916], [-0.0853, -1.3400, -0.5797], [0.3317, 1.2375, 2.0772], [2.3938, -1.9659, 2.4518], [-0.5945, 0.2463, -0.4534], [-0.1466, 0.3183, 0.5809], [0.1523, 0.9318, -0.0630], [0.7814, 1.2912, -0.8704], [0.2062, -0.9362, -1.5260], [-1.7292, 0.3070, -0.9901]], "mulliken_charge": [-0.891, -0.327, -0.158, 0.255, 0.351, 0.131, 0.363, 0.241, -0.857, -0.745, -0.221, 0.292, 0.332, 0.251, 0.298, 0.464, 0.220], "lumo_ev": 0.97, "gap_ev": 9.33, "smiles": "CCSCNC", "total_charge": 0, "homo_energy_ev": -8.4}

{"formula": "C4H11NS", "method": "wB97M-V/def2-TZVPD", "elements": ["C", "C", "C", "S", "C", "N", "H", "H", "H", "H", "H", "H", "H", "H", "H", "H", "H"], "xyz": [[0.047755, 0.624903, 0.376315], [0.488794, 0.065266, -1.047966], [-0.639729, -0.553496, -1.845772], [-1.731109, 0.381879, -2.956452], [0.105403, -0.368251, 1.646576], [1.200646, -0.274109, 2.592171], [-1.002696, 0.864733, 0.147883], [0.587314, 1.440831, 0.756854], [1.332648, -0.645805, -0.801863], [0.978476, 0.780121, -1.670603], [-1.366446, -1.097797, -1.197627], [-0.221862, -1.274984, -2.623125], [-2.414574, 1.293476, -2.169770], [0.149680, -1.431354, 1.246975], [-0.771808, -0.196082, 2.275858], [1.155336, 0.593715, 3.086105], [2.102177, -0.203052, 2.184435]], "forces_ev_per_a": [[-1.1926, -2.1377, -0.5591], [1.2330, -0.4404, 2.1401], [-0.5851, -1.8294, -0.1327], [-0.2239, 1.2444, -0.0109], [-0.0588, -1.0845, -1.7513], [-0.0819, 0.4040, 0.1426], [0.1797, 0.4750, 0.8355], [0.6764, 1.6321, -0.2558], [-1.0425, 0.0550, -0.6448], [0.2194, 1.0028, -0.2353], [0.9205, -0.0065, -0.3049], [-0.5079, 0.6692, 1.1613], [0.7214, -0.8277, -0.1712], [-0.5509, 1.0915, 0.5329], [-0.2165, -0.3428, -0.4798], [-0.4102, 0.5614, 0.5974], [0.9199, -0.4663, -0.8640]], "mulliken_charge": [-0.687, -0.478, -0.738, -0.207, -0.540, -0.626, 0.254, 0.466, 0.298, 0.383, 0.342, 0.308, 0.111, 0.318, 0.350, 0.231, 0.215], "lumo_ev": 0.92, "gap_ev": 10.01, "smiles": "NCCCCS", "total_charge": 0, "homo_energy_ev": -9.1}

{"formula": "C4H11NS", "method": "wB97M-V/def2-TZVPD", "elements": ["C", "C", "C", "S", "C", "N", "H", "H", "H", "H", "H", "H", "H", "H", "H", "H", "H"], "xyz": [[-0.317241, 0.674316, 1.017113], [0.050733, 0.947006, -0.465020], [0.532230, -0.421437, -1.169604], [2.151747, -0.787556, -0.655985], [-1.696527, -0.148877, 1.253886], [-2.793673, 0.619709, 0.859635], [0.571356, 0.088659, 1.257274], [-0.360474, 1.449172, 1.804355], [-0.630718, 1.430019, -1.103144], [0.976908, 1.498060, -0.397596], [-0.113217, -1.255236, -0.872883], [0.406271, -0.273275, -2.187408], [2.788858, -0.272258, -1.730852], [-1.593432, -1.100804, 0.652696], [-1.780812, -0.466718, 2.242477], [-2.796754, 0.503128, -0.159082], [-3.755396, 0.356131, 1.154226]], "forces_ev_per_a": [[-1.4669, -1.2766, 0.3494], [1.0209, -1.7086, 1.0672], [-2.1979, 1.4992, 2.4532], [1.8661, -0.6726, -0.2168], [3.2715, -1.2046, -1.7115], [-2.2622, 1.0366, -1.8272], [-0.2789, -0.5093, 0.8037], [0.1877, 0.4333, -1.1200], [-1.1743, 0.8133, -0.5063], [0.0755, 0.6801, -0.3427], [0.0711, 0.1639, -0.0620], [0.1562, -0.0231, -2.0451], [-0.0755, -0.0730, 0.3340], [-0.1394, 0.5640, 0.5162], [0.0918, -0.2861, 1.8686], [-0.5001, 0.7020, 0.3455], [1.3544, -0.1386, 0.0937]], "mulliken_charge": [-0.530, -0.700, -0.682, -0.198, -0.565, -0.616, 0.254, 0.350, 0.520, 0.270, 0.247, 0.376, 0.125, 0.188, 0.492, 0.229, 0.240], "lumo_ev": 0.93, "gap_ev": 9.81, "smiles": "NCCCCS", "total_charge": 0, "homo_energy_ev": -8.9}

Here are the calculated energy relative to the best compared isomer or geometry (same formula, charge and spin) numbers, same order: 63.64; 12.03; 35.16; 67.73; 83.31; 35.80; 24.92; 27.98 (kcal per mole).